[1]
2 unconnected molecules or ions with the total composition C8H17N2O4S. Source: the OMol25 dataset; level of theory: ωB97M-V with the def2-TZVPD basis set.

Output
* energy relative to the best compared isomer or geometry (same formula, charge and spin): 61.75 kJ/mol
* gap between HOMO and LUMO (spin up / spin down): 0.324 / 0.324 Eh
* calculated total energy: -30568.0820 eV
* E_HOMO (spin up / spin down): -12.94 / -12.94 eV

Structure (ORCA input):
```
! wB97M-V def2-TZVPD RIJCOSX def2/J DEFGRID3
* xyz 1 1
C 0.18120 -0.68866 1.78457
C -1.44086 -0.49023 -1.29894
C 1.47776 2.04687 0.49518
C 0.60927 0.34832 -3.98193
C 1.32951 -0.99194 2.76604
C 0.35110 1.81598 1.55415
C -0.64515 -0.36547 -3.51205
C -1.96340 0.31283 -0.09042
N -0.16710 0.41356 1.27214
N 1.38842 -2.40205 2.86414
O -0.47448 -1.85064 1.44518
O -1.81639 -1.68684 -1.36958
O -1.81488 1.58132 -0.28361
O -0.90775 0.24920 -2.18315
S -3.20247 -0.47438 0.75263
H 2.07770 1.20297 0.42352
H 0.95996 2.29224 -0.33769
H 1.99086 2.94998 0.80801
H 1.31565 0.05385 -3.22680
H 0.81344 -0.08365 -4.93509
H 0.56534 1.45421 -4.13063
H 0.86383 -0.69284 3.75836
H 2.16487 -0.16207 2.63999
H 0.59141 1.81013 2.62973
H -0.49418 2.40201 1.41483
H -0.52496 -1.48368 -3.50779
H -1.53914 -0.11053 -4.05344
H 1.63727 -2.76540 3.81095
H 2.07509 -2.77501 2.24336
H -0.09609 -2.48019 2.06607
H -2.27113 2.22764 0.26122
H -3.03471 -1.65754 -0.07895
*
```

=====

[2]
A gas-phase ion, C8H17N2S (charge +1). Source: the OMol25 dataset; level of theory: ωB97M-V with the def2-TZVPD basis set.

Output
* energy relative to the best compared isomer or geometry (same formula, charge and spin): 178.32 kJ/mol
* structure (SMILES): C[C@@]1(S)CNC[C@@H]2[NH2+]CC[C@@H]21
* gap between HOMO and LUMO: 0.332 Eh
* calculated total energy: -22378.8820 eV
* E_HOMO: -12.27 eV

Structure (ORCA input):
```
! wB97M-V def2-TZVPD RIJCOSX def2/J DEFGRID3
* xyz 1 1
C -1.20972 -2.01080 -0.52326
C -0.86476 -1.00878 0.60761
S -2.22319 -0.68225 1.74527
C 0.46570 -1.56787 1.16565
N 1.45470 -1.42040 0.06708
C 1.84495 -0.13363 -0.47927
C 0.51447 0.44005 -1.06346
N 0.73178 1.86451 -1.25464
C 0.03571 2.63789 -0.11237
C -0.76128 1.61955 0.69886
C -0.71030 0.35815 -0.15743
H -2.21660 -2.09468 -0.85633
H -1.20761 -3.04948 -0.11023
H -0.60537 -2.09922 -1.41701
H -1.98155 -1.86442 2.47674
H 0.73775 -0.96934 2.04316
H 0.23072 -2.60847 1.45891
H 2.12169 -2.11522 0.27305
H 2.53667 -0.34177 -1.18180
H 2.18939 0.60200 0.23522
H 0.22966 -0.08320 -1.88126
H 0.39280 2.08633 -2.14546
H 1.68543 2.19199 -1.24771
H -0.76991 3.34283 -0.30947
H 0.92879 3.17667 0.40719
H -0.25483 1.46016 1.60837
H -1.86002 1.92171 0.93395
H -1.43509 0.34769 -0.98135
*
```

=====

[3]
A molecular structure, C8H17N5O3. Source: the OMol25 dataset; level of theory: ωB97M-V with the def2-TZVPD basis set.

Output
* energy relative to the best compared isomer or geometry (same formula, charge and spin): 555.75 kJ/mol
* gap between HOMO and LUMO: 0.347 Eh
* calculated total energy: -22160.8715 eV
* E_HOMO: -8.94 eV

Structure (ORCA input):
```
! wB97M-V def2-TZVPD RIJCOSX def2/J DEFGRID3
* xyz 0 1
C -2.32562 -1.00425 0.33651
C -2.10402 0.40108 0.81512
C -1.02551 -1.43122 -0.50103
C 0.14021 -1.73563 0.33937
C 1.60672 -1.86912 -0.06694
C 2.96800 0.20869 -0.17446
C -1.73299 2.56662 -0.18760
C -0.17936 2.50401 -0.05700
H -4.37259 -1.08241 0.00174
H -3.53147 -2.22052 -0.71147
H -2.44551 -1.51091 1.38527
H -1.32498 -2.35780 -0.99548
H -0.68563 -0.80105 -1.25465
H 0.16183 -0.88088 0.99365
H -0.16007 -2.51696 1.01902
H 2.30393 -1.90041 0.87708
H 1.58639 -2.88633 -0.64081
H 1.37493 -0.12236 -1.39177
H 4.16699 2.05433 -0.44028
H 4.32387 -1.28446 0.82046
H 4.25206 0.24447 1.49783
H -2.60956 1.01957 -1.18673
H -2.09164 3.19905 0.79486
H -2.13706 3.20061 -1.04939
H 1.62088 1.76693 -0.66159
N -3.43085 -1.13133 -0.63493
N 1.97608 -0.65756 -0.72631
N 2.93506 1.55584 -0.38986
N 3.65269 -0.41629 0.99178
N -2.33648 1.27086 -0.22540
O -1.44757 0.78338 1.87074
O 0.33576 3.56065 0.24744
O 0.53552 1.47338 -0.69520
*
```

=====

[4]
3 unconnected molecules or ions with the total composition C8H17NO2S2. Source: the OMol25 dataset; level of theory: ωB97M-V with the def2-TZVPD basis set.

Output
* energy relative to the best compared isomer or geometry (same formula, charge and spin): 338.15 kJ/mol
* gap between HOMO and LUMO: 0.312 Eh
* calculated total energy: -35822.4024 eV
* E_HOMO: -8.05 eV

Structure (ORCA input):
```
! wB97M-V def2-TZVPD RIJCOSX def2/J DEFGRID3
* xyz 0 1
C 28.07051 4.48016 -3.12722
S 27.48358 4.37381 -4.88594
O 26.00190 4.58596 -4.78102
C 28.36329 5.90725 -5.38789
H 27.60672 5.34714 -2.65673
H 29.13458 4.70740 -3.19197
H 27.94704 3.51231 -2.64128
H 27.81493 6.69192 -4.86667
H 28.27051 6.13857 -6.44901
H 29.37684 5.86898 -4.98870
C 22.98933 4.79830 -2.11090
S 24.01773 4.44093 -3.57968
O 23.16349 4.14171 -4.80192
C 24.69866 6.09429 -3.91027
H 23.57580 5.40222 -1.41849
H 22.76503 3.88784 -1.55514
H 22.07418 5.34174 -2.34598
H 25.52342 6.33638 -3.24000
H 23.81165 6.71796 -3.79916
H 24.96934 6.17252 -4.96322
N 25.10817 8.22570 -5.87573
C 26.43209 7.84415 -5.76322
C 27.23799 8.89996 -6.17162
C 26.42389 9.99931 -6.45566
C 25.09897 9.59942 -6.24128
H 24.25611 7.68439 -5.84290
H 26.69768 6.82969 -5.50490
H 28.31365 8.86809 -6.26284
H 26.74827 10.97741 -6.77898
H 24.13885 10.09348 -6.21968
*
```

=====

[5]
A single C8H17NO3 molecule. Source: the OMol25 dataset; level of theory: ωB97M-V with the def2-TZVPD basis set.

Output
* energy relative to the best compared isomer or geometry (same formula, charge and spin): 162.92 kJ/mol
* structure (SMILES): COC(C)(C)[C@@H](C(=O)O)N(C)C
* gap between HOMO and LUMO: 0.375 Eh
* calculated total energy: -16201.9825 eV
* E_HOMO: -9.47 eV

Structure (ORCA input):
```
! wB97M-V def2-TZVPD RIJCOSX def2/J DEFGRID3
* xyz 0 1
C -2.31620 0.06077 -0.98804
O -1.65536 0.30217 0.27910
C -0.52378 1.02776 0.36525
C -0.36807 1.21846 1.92869
C -0.51677 2.30702 -0.44558
C 0.84270 0.19948 -0.36972
C 2.02781 1.08098 -0.23837
O 2.36385 1.92556 -0.98829
O 2.75120 0.82956 0.85505
N 1.17814 -1.17429 0.19071
C -0.02290 -1.98944 0.40583
C 2.05067 -1.82915 -0.87072
H -2.99400 -0.68329 -0.65941
H -1.66074 -0.23857 -1.82017
H -2.79391 1.03336 -1.29596
H 0.00949 2.21318 2.21783
H -1.21373 0.99453 2.39494
H 0.43032 0.44401 2.15772
H -0.47459 2.34440 -1.56946
H 0.26109 3.05690 -0.06628
H -1.47839 2.87357 -0.21083
H 0.70356 0.29675 -1.45591
H 2.51173 0.03026 1.32002
H -0.37528 -1.56545 1.29627
H -0.68326 -1.86892 -0.48622
H 0.28502 -2.97141 0.53440
H 2.08493 -2.96191 -0.77119
H 1.81953 -1.58309 -1.86908
H 3.02433 -1.47801 -0.66390
*
```

=====

[6]
2 unconnected molecules or ions with the total composition C8H17O4PS. Source: the OMol25 dataset; level of theory: ωB97M-V with the def2-TZVPD basis set.

Output
* energy relative to the best compared isomer or geometry (same formula, charge and spin): 388.42 kJ/mol
* gap between HOMO and LUMO: 0.273 Eh
* calculated total energy: -36879.9882 eV
* E_HOMO: -7.56 eV

Structure (ORCA input):
```
! wB97M-V def2-TZVPD RIJCOSX def2/J DEFGRID3
* xyz 0 1
C -2.50843 -1.04748 -1.30233
C -1.58335 -1.54306 -0.33047
O -0.73227 -0.76162 0.51327
C -1.37725 0.38728 1.00603
O -2.55306 0.47810 1.37333
O -0.54424 1.54000 1.14235
P -1.06977 2.79388 0.07714
C -2.62101 3.65165 0.79408
C 0.27178 4.15939 0.18133
C 1.70316 3.58989 0.63969
H -2.17827 -0.61376 -2.29527
H -3.61985 -1.17102 -1.05265
H -1.47935 -2.68370 -0.25511
H -2.79898 3.39387 1.88556
H -3.49166 3.42872 0.10284
H -2.43011 4.78469 0.75559
H -0.05296 4.93392 0.97131
H 0.33305 4.74641 -0.80218
H 1.60144 2.92505 1.56193
H 2.33741 4.49702 0.94584
H 2.22126 3.07347 -0.23243
C 1.65209 -5.21376 0.01813
S 1.16273 -3.53221 -0.42073
O 0.32810 -3.61712 -1.65740
C 2.80688 -2.97670 -0.91270
H 0.76112 -5.76271 0.32370
H 2.10431 -5.70743 -0.84366
H 2.35974 -5.18276 0.84849
H 3.18838 -3.60707 -1.71795
H 3.47838 -3.01582 -0.05336
H 2.73073 -1.94714 -1.26442
*
```

=====

[7]
2 unconnected molecules or ions with the total composition C8H17O4PS. Source: the OMol25 dataset; level of theory: ωB97M-V with the def2-TZVPD basis set.

Output
* energy relative to the best compared isomer or geometry (same formula, charge and spin): 0.00 kJ/mol
* gap between HOMO and LUMO (spin up / spin down): 0.318 / 0.262 Eh
* calculated total energy: -36882.1911 eV
* E_HOMO (spin up / spin down): -7.86 / -10.01 eV

Structure (ORCA input):
```
! wB97M-V def2-TZVPD RIJCOSX def2/J DEFGRID3
* xyz 0 3
C 1.93284 1.65179 2.17789
C 2.04251 1.07925 3.58148
C 3.06616 0.80390 2.60154
C -1.18051 -0.98480 1.68952
C -3.53435 -2.26716 -1.89194
C 0.80617 2.61203 -1.24516
C -2.04554 -2.21941 -1.25207
C -0.27769 1.58077 -1.37972
O 0.57928 -1.28270 -0.40547
O -0.68401 -2.59548 3.77665
O -1.88287 -0.88147 -0.81312
O -0.54307 1.04016 0.04517
P -0.55486 -0.53057 0.08042
S -0.15159 -2.14602 2.47416
H 1.11385 1.26732 1.60202
H 2.23928 2.64572 1.89550
H 2.28925 1.83656 4.33810
H 1.27608 0.45011 3.86009
H 4.09881 1.25680 2.68013
H 3.02438 -0.13482 2.10238
H -2.02112 -0.44800 2.05937
H -3.71303 -1.33338 -2.48802
H -3.65923 -3.09185 -2.56114
H -4.21367 -2.33141 -1.03417
H 1.26524 2.81601 -2.15419
H 0.34412 3.59651 -1.06463
H 1.63059 2.30984 -0.49587
H -1.32347 -2.36498 -2.01187
H -1.95321 -2.89661 -0.39155
H 0.15772 0.78403 -2.05101
H -1.35261 1.93260 -1.56049
*
```